12
Properties=species:S:1:pos:R:3:forces:R:3 method="wB97M-V/def2-TZVPD" relative_energy_kj_mol=350.8
C -0.9504 -0.0687 0.0628 -0.227 1.084 -0.244
H 1.6614 -1.7239 2.6585 0.544 -1.155 2.611
C -0.2540 1.0843 -2.0521 -1.385 -0.370 -1.170
C 1.5605 -0.9892 1.9560 -2.472 0.800 -2.403
H 2.4784 -0.5712 1.4746 -1.198 -0.231 0.034
H 0.8192 1.0968 -1.4912 -1.821 0.152 -2.350
N 0.2974 -0.9240 1.5803 5.498 -0.782 0.282
O -1.8341 -0.4430 0.7555 -1.627 -0.262 0.181
O 0.3277 -0.3358 0.2885 0.286 0.270 0.775
N -1.1458 0.7835 -0.9848 -3.583 0.529 -1.355
H -2.2650 0.8488 -1.0243 3.419 0.106 -0.878
O -0.6952 1.2426 -3.2239 2.566 -0.143 4.517

21
Properties=species:S:1:pos:R:3:forces:R:3 method="wB97M-V/def2-TZVPD" relative_energy_kj_mol=306.5
O -0.0527 -0.0198 -0.1490 0.333 0.269 3.053
H -1.2987 0.0362 2.5850 1.695 1.728 2.348
H -2.6547 1.4522 1.4450 0.388 -3.647 0.225
O -2.9967 2.2702 1.2380 -2.932 0.770 -1.401
H 3.0253 0.2862 -1.7200 -1.447 -0.820 -0.824
O 1.5423 2.3902 0.0560 -13.458 2.234 4.514
O -1.7867 -0.4128 1.9580 -0.841 -4.128 -1.411
H -1.2277 -1.4118 -2.7890 -0.421 -0.443 0.663
H -0.4397 -0.3718 -0.9330 -0.868 -0.523 -0.927
H -0.6557 -0.2368 0.6460 0.879 0.621 -2.031
H 1.4163 -0.9908 0.4670 0.643 -0.411 0.355
H 1.0523 1.6452 -0.2360 -0.673 -1.343 -0.435
O -1.6097 -1.2578 -1.9060 -0.203 -0.376 -0.110
H 2.5323 -1.0588 -2.3070 -0.028 0.267 0.081
O 2.1393 -1.4268 0.9990 -0.529 -0.954 -0.723
O 2.2543 -0.1378 -2.2020 1.479 0.497 0.687
H -2.3067 2.7472 1.5810 2.450 2.935 1.064
H -1.8707 -2.0868 -1.4520 0.410 0.585 -0.985
H -1.5397 -1.3858 2.1520 -0.796 2.231 -0.461
H 2.1643 -2.3788 0.7250 -0.138 1.430 0.306
H 2.3133 2.3492 -0.1580 14.055 -0.920 -3.987

30
Properties=species:S:1:pos:R:3:forces:R:3 method="wB97M-V/def2-TZVPD" relative_energy_kj_mol=0.0 charge=-1
H -2.1393 -2.3082 -0.8258 0.320 0.155 0.058
O -2.0846 -2.5100 0.1116 -0.196 -0.252 0.341
H -0.4034 0.2526 -1.9619 -0.274 -0.803 -0.556
H 1.1317 -1.4315 2.2461 -0.064 0.240 0.071
H 1.6481 3.0073 -1.4054 -0.305 0.429 -0.556
H -1.2216 -0.7647 3.6757 -0.125 -0.049 -0.039
H 0.5085 -0.8048 0.9389 0.442 0.781 0.492
H -1.4677 0.0502 0.6930 0.196 0.058 0.158
O -1.9812 -0.5083 3.1396 0.103 0.116 0.310
H 1.5991 -2.8441 -0.0653 0.103 0.464 -0.171
C 1.5050 0.8967 -1.6077 0.955 -0.719 -1.282
H 0.8921 1.4787 0.8154 0.040 -0.184 -0.257
H -0.0451 2.3721 -1.8490 0.270 0.502 -0.434
H 2.3440 0.6347 -0.9545 -0.326 0.121 0.517
H -1.5158 -0.1433 2.3730 -0.019 -0.226 0.297
H -1.2808 -2.0576 0.4223 -0.087 0.005 -0.559
H 2.0422 0.9135 -2.5734 -0.389 0.457 -0.186
C 0.4878 2.2931 0.2163 -0.783 0.153 0.490
H -2.8778 0.8473 1.3210 -1.096 -0.116 -0.841
H -2.2697 0.6774 -0.5849 -1.648 -0.004 0.083
C 0.8769 2.2517 -1.2845 0.265 -1.346 1.586
H 0.8623 -0.9888 -2.4749 -0.258 -0.037 -0.143
C -2.1937 0.8336 0.4856 3.091 0.639 -0.113
O 2.4094 -3.0217 -0.5663 -0.072 -0.520 -0.100
H 0.8526 3.2088 0.6895 0.038 0.056 -0.106
H 2.0924 -2.9178 -1.4720 0.097 0.150 0.169
O 0.6226 -0.6565 1.9761 0.045 -0.605 -0.328
S -1.3020 2.4605 0.6620 0.033 -0.005 -0.037
O 0.3871 -0.9122 -0.4661 -0.661 -1.157 -0.079
C 0.5208 -0.3088 -1.6747 0.307 1.701 1.216

17
Properties=species:S:1:pos:R:3:forces:R:3 method="wB97M-V/def2-TZVPD" relative_energy_kj_mol=717.7
H 0.2341 -1.5517 1.8228 -0.933 0.629 -3.172
S -2.6100 -0.6871 0.0751 -0.663 4.858 -1.445
H 2.3019 -0.9311 -0.5074 -2.257 -1.226 0.957
N 0.0528 -1.1470 -0.6833 -0.798 0.358 0.232
C 1.3073 -1.4779 -0.1196 5.835 -0.979 -2.880
C 0.9032 1.1212 -0.1322 1.260 0.241 -0.100
H 1.4680 -2.5788 -0.1444 -0.028 0.852 0.377
C -0.0453 0.3195 -1.0357 -2.629 -0.518 0.115
C -1.1452 0.6942 0.0112 0.933 -4.528 0.704
H 0.7314 2.1812 -0.0264 0.445 0.513 -1.130
H -3.8696 0.8341 -0.7215 2.028 -2.793 1.501
H -0.3657 0.3448 -2.1052 0.976 0.641 0.760
H 0.1280 0.8757 2.0688 0.077 0.194 -0.373
H -1.5332 1.6195 -0.0955 -1.429 2.925 -0.129
C 0.1195 0.5606 1.0249 -1.082 -2.268 -1.527
H 1.9584 0.7772 -0.1969 -0.562 1.091 0.170
C 0.3647 -0.9543 0.7651 -1.175 0.011 5.941

133
Properties=species:S:1:pos:R:3:forces:R:3 method="wB97M-V/def2-TZVPD" charge=-1
H -1.9081 -5.1655 2.3276 -0.243 0.154 0.299
O -0.1807 -2.2309 -0.2573 -0.729 -0.867 -0.081
O 2.0565 -0.3498 5.7820 0.208 -0.598 0.199
H -0.7122 -5.3026 -0.4298 -0.032 0.213 0.129
H -3.2292 -2.5337 -2.7952 0.613 0.226 0.567
O -3.9265 -2.7326 -3.4200 0.088 -0.265 -0.517
H 2.7153 5.1741 0.9139 -0.587 -0.377 -0.740
O 2.1725 2.5165 -2.7835 -1.031 0.469 -0.841
H -0.3553 4.6056 2.6182 -0.246 0.076 -0.251
O 3.3231 -2.5610 0.4460 0.416 1.289 0.095
C -0.8951 1.8435 0.0966 0.425 3.643 -2.269
O 3.1510 5.1866 1.7661 0.760 0.028 0.689
O 4.5937 -2.4140 -2.9985 0.262 -0.212 -0.452
H -1.9323 -4.4447 -3.7390 0.022 0.348 0.263
O -4.8518 0.4497 -0.5816 -0.961 0.285 -0.066
H 4.6462 0.6269 -1.2181 0.450 0.417 0.210
C -1.7024 -0.3840 -0.7367 1.730 3.777 2.519
H 0.0865 4.7827 -3.0732 0.327 -0.321 -0.128
O -2.4451 -1.2472 -5.3161 0.349 0.659 -0.194
H 5.8514 -0.9487 3.7605 0.108 0.402 0.163
H -6.3482 -4.2246 1.2203 -0.027 -0.015 0.163
H 6.2047 0.8285 -0.0618 0.338 -0.554 0.335
H 1.9788 -1.9190 3.2500 -0.468 -0.361 -0.224
O 6.2709 -0.9402 0.5354 0.326 0.200 -1.076
H -2.8108 -2.9986 0.0287 0.279 0.475 -0.302
O 2.8753 -1.8971 3.5849 0.301 -0.336 -0.518
H 3.4525 0.0170 -1.9216 -0.355 -0.217 -0.076
O 1.2164 1.8007 1.4352 -2.547 0.151 -2.112
H -3.2445 4.3035 0.1384 0.507 -0.129 -0.202
Na -1.9523 0.6198 -3.9740 -0.044 -0.055 0.196
O 0.1965 6.2281 5.2187 -0.126 0.453 0.321
H 0.7737 3.9786 -0.0395 -0.701 -0.413 0.309
H 2.7161 -1.5783 -0.7965 0.529 -0.699 1.126
H 2.9200 2.0359 -2.4277 0.864 -0.414 0.384
H -2.9118 1.9530 2.9520 -0.107 0.219 -0.126
H -4.0722 -0.0756 -0.7622 0.675 -0.880 -0.062
H 2.2191 -4.9516 0.3106 -0.689 -0.072 0.061
H 3.1780 1.9710 1.5829 -0.938 -0.228 -0.385
H 6.0318 2.3766 3.4267 0.095 0.012 -0.274
H -3.0503 3.8039 -4.2580 -0.271 0.021 0.249
O -0.2972 5.3846 -2.4354 -0.055 0.060 -0.049
H -5.4207 -3.7124 0.1390 0.589 0.185 -0.107
O 4.0677 0.7487 -1.9709 0.027 0.152 -0.328
H -2.6729 1.5035 -1.0981 0.021 0.476 0.168
H 3.6982 -2.2077 -2.7309 -0.404 0.185 0.250
H 3.6138 -3.6457 4.0341 -0.315 0.509 -0.060
H 1.2041 4.9872 -1.0833 -0.153 0.181 -0.128
O -2.0565 2.0480 3.3712 -0.043 -0.264 0.330
H -2.3226 -1.8260 -6.0686 0.156 -0.084 -0.111
H 1.4843 2.4102 -2.1267 -0.033 0.126 0.366
H -0.7832 -4.7830 -1.8500 -0.141 0.633 -0.377
O 4.0502 -4.4851 4.1792 0.086 -0.624 -0.055
H 2.3942 0.5366 5.9104 0.083 0.476 -0.210
C 0.6539 -0.1231 0.4707 -3.499 -4.838 -2.727
H -1.4330 2.0564 2.6450 0.376 0.131 -0.131
O 5.2838 2.0808 3.9454 0.360 -0.215 1.008
O 0.3016 4.1492 3.1440 -0.039 0.427 0.685
O -4.3484 0.8232 -3.4156 0.535 -0.152 -0.534
H 6.0568 -1.0709 1.4591 -0.192 -0.149 0.871
H 2.8960 -2.4815 1.2989 -0.062 0.078 0.397
H 0.9366 -4.4703 -4.7744 0.180 -0.370 0.209
O 0.5802 -3.5819 -4.7842 -0.179 0.337 -0.143
H 0.3164 5.5572 4.5466 0.072 -0.486 -0.440
O -0.9756 3.1393 -0.0426 0.679 -2.929 1.565
H 4.6025 -4.3389 4.9472 0.153 0.030 0.118
H 2.7129 5.8871 2.2493 -0.094 0.042 0.227
H -0.3697 -3.0678 -3.0652 0.260 -0.006 -0.537
H -1.7034 3.6349 -4.9284 0.254 0.126 -0.136
O -6.2991 -4.0665 0.2775 -0.653 -0.206 -0.035
H -1.0550 -6.2205 1.6560 0.055 -0.450 -0.103
O -0.6015 -5.5732 -1.3413 0.304 -1.267 0.605
H -5.6930 2.7239 2.4099 -0.289 0.240 -0.056
H -6.5266 1.2875 -1.3734 0.468 -0.327 0.319
O 3.0861 -5.0947 -0.0690 0.058 -0.332 -0.329
H -1.1629 -4.9061 -4.9585 -0.071 0.167 -0.123
H 1.0076 -0.6727 -2.8521 0.589 0.451 0.078
O 2.1175 2.3962 4.8940 0.264 -0.352 0.294
H 4.5353 2.1601 3.3540 -0.094 -0.108 -0.461
H 1.3498 -3.0151 -4.8356 0.418 0.001 -0.094
H 1.5301 2.7394 5.5673 -0.267 0.198 0.043
H -3.9806 3.7857 1.3557 0.141 -0.276 0.247
O 4.0581 2.3310 1.4729 0.399 -0.201 0.409
O -7.1876 1.8212 -1.8144 -0.092 0.328 -0.325
H -0.9367 -2.6477 -1.7258 -0.003 0.193 0.864
O -6.3079 -1.6506 -3.5518 -1.220 0.227 -0.185
O -4.8245 2.3484 2.5544 0.011 -0.121 -0.257
H 3.4764 -5.7787 0.4751 0.258 -0.137 0.192
O -1.7180 -5.2268 -4.2477 -0.230 -0.711 -0.433
O 0.2901 -0.7173 -3.4841 -0.836 0.215 -0.279
H 5.3962 2.0397 0.3519 -0.474 0.182 0.334
H 2.9398 -1.0591 4.0430 0.050 0.403 0.644
H 5.0067 -2.7610 -2.2078 0.084 -0.091 0.168
H 0.1815 -2.9021 1.4351 -0.101 0.169 -0.672
H -3.2318 -1.5792 -4.8836 -0.480 -0.480 0.398
O 0.7550 -3.4824 1.9357 0.973 0.101 0.764
C -0.3977 -1.0232 -0.1283 2.181 3.312 0.725
H -2.9273 6.5337 1.8061 -0.138 -0.537 -0.169
O -1.2818 -5.2914 1.6148 -0.085 -0.043 -0.065
H -4.6794 0.8500 0.2706 0.096 0.337 0.216
H 5.9947 -1.7509 0.1080 -0.141 -0.121 -0.062
O -1.0999 -3.2299 -2.4679 -0.637 -0.269 -0.915
H -6.0347 -0.7341 -3.5093 0.080 0.022 0.017
H -4.9952 1.4965 2.9563 -0.055 -0.302 0.226
O -2.5567 -1.0821 -1.2451 -1.381 -1.472 -1.117
O -2.7356 7.4713 1.8245 0.230 0.352 -0.018
H 4.7655 -1.8138 3.1569 -0.550 -0.182 -0.131
H -1.0119 5.8114 -2.9079 -0.165 0.259 0.056
H 1.3244 -1.4219 -1.3717 -0.071 -0.442 0.505
C 0.3705 1.1689 0.6266 2.717 3.580 4.495
H 0.2468 -4.2861 2.0452 -0.271 -0.171 0.073
H -3.5522 7.8775 2.1150 -0.147 0.071 0.071
H 3.2609 -3.4919 0.2322 0.258 -0.750 -0.235
O 1.5237 4.5016 -0.3228 0.803 0.388 -0.091
H -4.4957 0.5861 -2.5000 -0.142 0.042 0.635
H 1.9650 2.9574 4.1337 -0.102 0.223 -0.270
O -2.4585 3.1395 -4.6111 0.202 -0.451 -0.097
H -4.2781 -3.5735 -3.1275 -0.031 -0.428 0.093
O 6.1716 1.7814 -0.1464 0.555 0.358 -0.634
O 5.6991 -1.6140 3.0893 0.461 -0.130 0.108
O 2.2492 -1.2904 -1.5810 -0.213 0.261 -1.906
H 0.6646 3.4887 2.5539 0.304 -0.612 -0.772
H -3.0882 -4.4504 0.3559 0.193 -0.351 -0.088
O -3.5236 -3.6304 0.1232 -0.295 -0.053 0.156
H -8.0235 1.4566 -1.5235 -0.215 -0.115 -0.035
C -1.8313 1.0768 -0.5728 -0.202 -3.699 -0.531
H -5.1762 1.2110 -3.6993 -0.206 0.327 -0.128
H 1.3928 -0.2571 5.0985 -0.350 0.333 -0.024
H 0.7862 5.9672 5.9261 0.126 -0.021 0.137
H 0.6740 -1.1372 -4.2539 -0.037 0.037 -0.189
H -5.4901 -2.1412 -3.6343 0.421 0.142 0.153
O -3.7926 4.5885 0.8695 -0.324 0.479 0.066
H 3.9846 3.2387 1.7678 -0.254 0.852 -0.199
H 1.5803 -0.6184 0.7214 -0.068 0.418 0.432

Number 1: Kohn-Sham gap 0.3980 Ha. Number 2: Kohn-Sham gap 0.3948 Ha. Number 3: Kohn-Sham gap 0.2884 Ha. Number 4: Kohn-Sham gap 0.2873 Ha. Number 5: Kohn-Sham gap 0.2582 Ha.